C5H35NO13 | ωB97M-V with the def2-TZVPD basis set

The geometry in XYZ format:
```
54
Properties=species:S:1:pos:R:3
C -0.627 -1.594 2.094
C -0.309 -1.042 0.683
N 0.924 -0.317 0.451
C 2.288 1.662 0.501
C 0.879 1.132 0.498
C 0.129 1.836 1.669
O -1.043 2.112 1.656
H -0.489 -2.674 2.075
H -0.008 -1.180 2.890
H -1.635 -1.274 2.344
H -0.331 -1.851 -0.052
H -1.199 -0.527 0.305
H 1.631 -0.660 1.079
H 2.803 1.970 -0.416
H 2.999 0.870 0.753
H 2.459 2.560 1.096
H 0.180 1.475 -0.268
H 0.732 2.295 2.479
H 0.355 1.222 -3.876
H 0.353 2.109 -2.598
O -0.256 1.633 -3.239
H -1.832 3.762 -0.436
H -2.085 2.898 -1.749
O -1.485 3.533 -1.307
H -3.360 0.091 1.799
H -3.358 1.223 2.902
O -3.895 0.580 2.427
H 3.188 0.672 4.065
H 2.076 -0.148 4.605
O 2.221 0.666 4.122
H -3.579 0.722 -0.766
H -4.632 0.142 0.186
O -3.731 0.014 -0.121
H -0.137 -2.466 -3.422
H 0.854 -3.670 -3.577
O 0.617 -2.924 -3.016
H 1.429 -1.254 -4.257
H 2.490 -0.698 -3.512
O 1.885 -0.394 -4.207
H -0.925 -4.900 -0.639
H -0.410 -3.739 -1.449
O -0.866 -4.587 -1.538
H -1.795 1.126 -2.584
H -3.280 1.028 -2.998
O -2.708 1.336 -2.287
H 1.756 3.789 -1.967
H 0.264 3.730 -1.657
O 1.088 3.195 -1.592
H 2.301 -1.945 2.844
H 1.798 -3.250 3.381
O 2.152 -2.407 3.676
H 3.575 -3.602 0.643
H 2.081 -3.846 0.941
O 2.843 -3.313 1.195
```

Computed properties:
Energy = -1244.32418 Ha
Molar mass = 317.33 g/mol
HOMO = -8.19 eV
HOMO-LUMO gap = 8.1 eV
2S+1 = 1